Entry 1:
63
Properties=species:S:1:pos:R:3:lowdin_charge:R:1 method="wB97M-V/def2-TZVPD" de_lowest_ev=2.1076 gap_ev=8.30 e_homo_ha=-0.3164 smiles="COc1ccc(/C(O)=C2/C(=O)C(=O)N(CCCN3CCOCC3)[C@H]2c2ccc(C)cc2)cc1"
C 3.49 -4.83 1.50 -0.08
O 2.63 -4.59 2.59 -0.08
C 1.45 -3.96 2.36 -0.27
C 0.99 -3.55 1.11 -0.01
C -0.20 -2.87 1.00 -0.02
C -0.98 -2.60 2.13 -0.15
C -2.21 -1.81 2.05 -0.20
O -3.24 -2.26 2.75 0.13
C -2.29 -0.61 1.39 -0.05
C -3.44 0.24 1.54 -0.23
O -4.49 -0.06 2.09 0.09
C -3.06 1.58 0.95 -0.37
O -3.72 2.60 0.90 0.11
N -1.79 1.46 0.51 0.01
C -1.05 2.57 -0.04 -0.13
C -1.29 2.78 -1.54 -0.14
C -0.73 1.63 -2.40 -0.20
N -0.62 1.88 -3.82 -0.18
C -1.88 2.15 -4.49 -0.17
C -1.64 2.10 -6.00 -0.20
O -0.66 3.03 -6.39 -0.13
C 0.55 2.80 -5.72 -0.20
C 0.36 2.88 -4.20 -0.17
C -1.20 0.14 0.67 -0.19
C 0.10 0.17 1.44 -0.20
C 1.30 -0.17 0.84 -0.05
C 2.47 -0.21 1.57 -0.04
C 2.47 0.10 2.93 -0.28
C 3.73 0.01 3.73 -0.05
C 1.27 0.48 3.52 -0.03
C 0.10 0.51 2.79 -0.01
C -0.55 -3.07 3.37 0.00
C 0.66 -3.72 3.49 0.02
H 3.03 -5.51 0.77 0.10
H 4.37 -5.31 1.93 0.09
H 3.78 -3.90 1.01 0.09
H 1.57 -3.75 0.22 0.11
H -0.55 -2.57 0.03 0.13
H -3.98 -1.60 2.69 0.11
H -1.40 3.47 0.49 0.13
H 0.01 2.42 0.16 0.13
H -0.80 3.71 -1.82 0.11
H -2.36 2.89 -1.71 0.12
H 0.28 1.38 -2.04 0.12
H -1.37 0.75 -2.28 0.12
H -2.61 1.39 -4.20 0.13
H -2.28 3.14 -4.23 0.13
H -2.55 2.36 -6.54 0.12
H -1.32 1.08 -6.28 0.13
H 1.24 3.57 -6.06 0.12
H 0.94 1.81 -5.98 0.13
H 1.31 2.66 -3.70 0.13
H 0.05 3.90 -3.94 0.12
H -1.00 -0.29 -0.33 0.14
H 1.32 -0.43 -0.21 0.12
H 3.39 -0.49 1.09 0.11
H 3.85 -1.01 4.11 0.08
H 4.60 0.25 3.12 0.08
H 3.69 0.68 4.59 0.08
H 1.25 0.74 4.57 0.11
H -0.83 0.80 3.27 0.13
H -1.16 -2.89 4.24 0.13
H 1.01 -4.07 4.45 0.12



Entry 2:
106
Properties=species:S:1:pos:R:3:lowdin_charge:R:1 method="wB97M-V/def2-TZVPD" de_lowest_ev=0.0000 gap_ev=8.40 e_homo_ha=-0.2951 smiles=CCN(CC)CC.CCN(CC)CC.CCN(CC)CC.CCN(CC)CC.CO.CO.CO
C -7.45 38.31 9.42 -0.11
C -7.33 39.63 10.12 -0.26
N -7.87 39.57 11.52 -0.19
C -8.24 40.86 12.07 -0.25
C -7.03 41.85 12.15 -0.06
C -6.95 38.92 12.40 -0.29
C -7.22 38.88 13.91 -0.09
H -6.70 37.56 9.68 0.07
H -7.38 38.44 8.34 0.07
H -8.46 37.91 9.50 0.08
H -6.30 39.96 10.01 0.11
H -7.92 40.34 9.55 0.11
H -9.01 41.28 11.43 0.10
H -8.83 40.66 12.96 0.10
H -7.36 42.81 12.55 0.07
H -6.35 41.50 12.94 0.06
H -6.54 41.89 11.18 0.07
H -5.97 39.39 12.31 0.10
H -6.80 37.88 12.09 0.11
H -6.95 39.74 14.53 0.07
H -6.75 38.01 14.36 0.07
H -8.30 38.87 14.08 0.07
C -1.15 26.36 2.67 -0.09
C -0.16 25.93 1.57 -0.24
N -0.70 26.17 0.21 -0.20
C -0.80 27.64 -0.01 -0.25
C -0.81 27.98 -1.53 -0.09
C -1.90 25.48 -0.22 -0.26
C -1.76 23.95 -0.21 -0.08
H -1.39 27.42 2.59 0.06
H -0.74 26.18 3.66 0.07
H -2.12 25.86 2.68 0.06
H 0.75 26.50 1.70 0.10
H 0.18 24.90 1.67 0.10
H -1.76 27.98 0.38 0.10
H 0.00 28.16 0.51 0.11
H -1.74 27.85 -2.09 0.06
H -0.54 29.03 -1.68 0.06
H -0.01 27.40 -1.99 0.07
H -2.23 25.81 -1.20 0.11
H -2.68 25.83 0.45 0.10
H -1.08 23.59 -0.98 0.07
H -2.69 23.45 -0.45 0.07
H -1.37 23.50 0.70 0.06
C 4.08 34.69 0.75 -0.08
C 4.80 35.22 2.01 -0.24
N 4.47 34.40 3.23 -0.16
C 5.15 33.08 3.13 -0.27
C 4.53 32.08 4.11 -0.09
C 5.05 35.05 4.45 -0.28
C 4.61 36.44 4.86 -0.11
H 4.33 35.34 -0.10 0.07
H 3.00 34.74 0.92 0.07
H 4.42 33.70 0.45 0.06
H 5.88 35.13 1.91 0.11
H 4.56 36.26 2.21 0.10
H 5.02 32.71 2.12 0.10
H 6.21 33.14 3.36 0.11
H 4.83 32.30 5.13 0.06
H 3.45 32.11 3.96 0.07
H 4.99 31.12 3.90 0.07
H 6.14 35.03 4.40 0.11
H 4.73 34.48 5.32 0.10
H 4.86 36.72 5.88 0.08
H 3.54 36.50 4.67 0.08
H 4.93 37.25 4.20 0.06
C -10.28 30.42 5.72 -0.10
C -8.82 30.42 5.41 -0.28
N -8.54 29.28 4.49 -0.17
C -8.24 28.02 5.19 -0.29
C -8.56 26.83 4.32 -0.10
C -7.30 29.55 3.66 -0.24
C -7.60 30.63 2.61 -0.09
H -10.49 31.32 6.30 0.07
H -10.69 29.55 6.22 0.07
H -10.76 30.52 4.74 0.08
H -8.62 31.42 5.03 0.10
H -8.20 30.37 6.30 0.11
H -8.89 27.97 6.07 0.11
H -7.24 27.92 5.61 0.11
H -7.79 26.61 3.58 0.06
H -9.56 26.87 3.90 0.08
H -8.67 25.96 4.98 0.07
H -6.50 29.86 4.33 0.11
H -6.98 28.66 3.11 0.10
H -7.65 31.64 3.03 0.06
H -6.72 30.57 1.98 0.06
H -8.46 30.43 1.98 0.08
C 1.49 36.71 11.52 -0.18
O 0.28 36.01 11.66 -0.12
H 1.97 36.46 10.58 0.07
H 1.36 37.79 11.66 0.08
H 2.17 36.37 12.31 0.07
H 0.45 35.07 11.70 0.08
C -1.26 33.78 4.78 -0.19
O -0.84 33.33 3.54 -0.12
H -0.44 34.29 5.28 0.08
H -2.09 34.47 4.58 0.08
H -1.56 32.94 5.40 0.07
H 0.09 33.54 3.45 0.07
C 0.52 29.49 10.24 -0.16
O 0.87 30.69 10.96 -0.12
H -0.50 29.16 10.42 0.07
H 0.55 29.62 9.16 0.07
H 1.11 28.60 10.47 0.07
H 1.52 30.48 11.63 0.07



Entry 3:
23
Properties=species:S:1:pos:R:3:lowdin_charge:R:1 method="wB97M-V/def2-TZVPD" de_lowest_ev=6.8061 total_charge=+1 gap_ev="7.60 / 7.60" e_homo_ha="-0.4987 / -0.4987"
C -2.40 -0.59 0.63 -0.12
C -2.12 -2.10 -0.99 -0.17
C -0.97 -1.08 -1.11 -0.15
C 0.91 2.75 -0.27 -0.01
C 0.59 1.26 -0.53 -0.30
N -2.76 -1.71 0.23 0.09
N -0.44 0.97 0.32 0.23
N -1.26 -0.15 -0.06 -0.03
N 2.54 -0.15 1.31 -0.06
O 1.43 -0.67 1.95 -0.11
H -2.86 0.11 1.43 0.18
H -2.97 -1.96 -1.77 0.17
H -1.73 -3.18 -0.97 0.16
H 0.07 -1.60 -1.27 0.17
H -0.95 -0.53 -2.18 0.18
H 0.36 2.87 0.63 0.07
H 1.96 2.75 -0.12 0.07
H 0.60 3.30 -1.16 0.09
H 0.57 0.82 -1.50 0.11
H 1.50 0.66 -0.28 0.13
H 1.62 -1.11 2.73 0.06
H 3.08 0.22 2.09 0.09
H 3.22 -0.90 0.89 0.15



Entry 4:
82
Properties=species:S:1:pos:R:3:lowdin_charge:R:1 method="wB97M-V/def2-TZVPD" gap_ev=7.97 e_homo_ha=-0.3353
C 1.13 2.14 2.96 -0.09
C 1.43 1.36 1.66 -0.32
C 0.61 0.09 1.49 -0.57
Br 1.09 -0.95 -0.10 0.78
C -0.90 0.09 1.72 -0.31
O -1.14 -1.30 1.94 -0.18
C -2.44 -1.57 2.34 -0.70
Br -2.40 -3.54 2.53 0.81
C -2.84 -1.13 3.78 -0.80
O -1.91 -0.65 4.47 -0.09
O -4.05 -1.27 4.06 -0.02
C -3.44 -1.17 1.22 -0.54
Cl -3.24 -2.28 -0.17 0.58
N -3.25 0.28 0.71 -0.18
C -4.01 1.08 1.77 -0.13
C -3.53 2.44 2.21 -0.80
O -3.64 3.46 1.60 0.01
I -2.71 2.46 4.18 1.13
P -4.26 0.40 -0.86 0.24
O -4.87 1.86 -0.95 -0.18
O -5.52 -0.49 -0.53 -0.17
S -3.36 0.05 -2.51 0.39
C -1.78 0.51 0.51 -0.25
P -1.31 2.11 -0.25 0.44
O -2.38 2.72 -1.06 -0.27
O -0.02 1.90 -1.14 -0.14
O -0.87 3.12 0.87 -0.10
H 0.18 1.91 3.42 0.00
H 1.92 2.00 3.69 0.07
H 1.15 3.20 2.73 0.07
H 2.47 1.03 1.74 0.07
H 1.43 2.05 0.82 -0.02
H 0.97 -0.56 2.29 0.11
H -1.20 0.56 2.66 0.08
H -4.46 -1.30 1.55 0.11
H -4.19 0.49 2.67 0.09
H -5.03 1.23 1.40 0.13
H -4.48 2.51 -0.33 0.06
H -6.31 -0.08 -0.94 0.12
H -1.50 -0.22 -0.26 0.07
H -0.30 1.32 -1.87 0.09
H -1.37 3.94 0.72 0.11
C -0.63 -3.77 -3.20 -1.58
Br -0.32 -1.95 -3.73 0.50
Br 0.86 -4.51 -2.23 0.58
Br -2.27 -3.93 -2.19 0.56
H -0.75 -4.36 -4.10 -0.05
C -4.78 -1.50 -5.78 -1.65
Br -3.07 -0.76 -6.27 0.55
Br -5.98 -1.55 -7.28 0.58
Br -4.60 -3.23 -4.96 0.56
H -5.21 -0.84 -5.05 -0.05
C -1.17 -5.93 6.15 -1.63
Br -0.26 -5.83 7.85 0.56
Br -2.98 -6.55 6.36 0.57
Br -1.11 -4.28 5.17 0.57
H -0.65 -6.67 5.56 -0.03
C -0.28 0.01 7.26 -1.64
Br 0.24 1.80 6.76 0.55
Br 1.14 -0.89 8.19 0.57
Br -1.91 0.01 8.28 0.58
H -0.47 -0.53 6.34 -0.06
C 4.29 2.60 -1.36 -1.60
Br 2.86 3.61 -0.56 0.68
Br 4.49 0.87 -0.52 0.59
Br 4.05 2.46 -3.26 0.55
H 5.20 3.15 -1.18 -0.05
C 8.11 0.79 -4.65 -1.63
Br 7.03 0.46 -6.22 0.58
Br 8.94 2.52 -4.72 0.58
Br 7.09 0.60 -3.03 0.55
H 8.89 0.05 -4.64 -0.03
C 2.17 -4.45 -6.41 -1.62
Br 0.61 -3.38 -6.78 0.56
Br 3.37 -3.56 -5.20 0.57
Br 1.69 -6.20 -5.80 0.58
H 2.70 -4.57 -7.35 -0.03
C 8.66 6.03 -2.91 -1.66
Br 9.60 5.77 -1.25 0.58
Br 6.82 5.49 -2.78 0.56
Br 8.82 7.84 -3.55 0.58
H 9.13 5.39 -3.64 -0.07